{
  "formula": "C7H8N2",
  "method": "ωB97M-V/def2-TZVPD",
  "total_energy_ha": -380.903126,
  "fmax_ev_per_a": 6.56,
  "homo_ev": -8.4608,
  "orbital_gap_ev": 9.39,
  "de_lowest_ev": 3.281,
  "elements": ["C", "C", "C", "C", "C", "C", "C", "H", "H", "H", "H", "H", "H", "H", "H", "N", "N"],
  "coordinates": [[2.23199, -1.20278, -0.35363], [2.16149, 0.06472, 0.08101], [0.77125, 0.44621, 0.60664], [-0.08268, 1.53274, -0.19166], [-2.35135, 0.28529, -0.18815], [-2.24155, -1.12007, -0.09386], [-0.46804, -0.44344, 0.42195], [1.31910, -1.77749, -0.20065], [3.18538, -1.55624, -0.53160], [2.99491, 0.65053, 0.01669], [0.80196, 0.77188, 1.63101], [0.30145, 1.35510, -1.30488], [-0.07303, 2.57042, 0.07787], [-3.24198, 1.03766, -0.46701], [-3.15511, -1.72148, 0.10362], [-1.14749, 0.66150, 0.12730], [-1.00629, -1.55452, 0.26535]],
  "atomic_forces_ev_per_a": [[-1.425, 1.823, 1.683], [-3.779, -2.987, -0.203], [2.344, 0.753, -0.554], [3.013, -1.608, -2.156], [-4.955, -0.488, -1.849], [-4.686, 0.430, 0.258], [5.400, 3.647, 0.788], [0.686, -0.556, -0.542], [1.535, -1.309, -0.977], [1.795, 1.989, 0.251], [0.252, 0.050, 0.625], [-1.180, 0.822, 2.038], [-0.338, 0.355, 0.328], [2.256, -2.220, 0.732], [0.951, 0.027, -0.857], [-0.768, 1.372, 0.209], [-1.101, -2.100, 0.226]]
}